# 1
ORCA calculation (ωB97M-V/def2-TZVPD) on a single C2H4 molecule in a non-equilibrium geometry.

Cartesian coordinates (Å):
C 0.5440 0.2454 0.2780
C -0.4903 -0.2791 -0.3737
H 1.0338 -0.2794 1.0609
H 0.8062 1.2779 0.1942
H -0.8746 -1.2840 -0.0806
H -1.0191 0.3192 -1.0787

Calculated values
* SMILES: C=C
* F_max: 1.49 eV Å⁻¹
* HOMO: -10.18 eV
* relative energy (zero: lowest compared OMol25 entry of this formula, charge and spin): 2.27 kcal/mol
* LUMO energy: 1.5 eV
* Kohn-Sham gap: 11.64 eV

***

# 2
ORCA calculation (ωB97M-V/def2-TZVPD) on a molecular structure, C2H4AsCl4F6NiO4P in a non-equilibrium geometry.

Cartesian coordinates (Å):
Ni 0.1782 1.1345 -0.6374
P 1.2558 3.0510 -1.4094
O 1.8498 1.9363 -0.5441
O 0.5655 2.9703 -0.0517
O 1.3755 1.7205 -2.1169
O 2.5849 3.6097 -1.1314
As 1.6150 -0.1432 2.3858
F 3.3266 -0.3252 1.8819
F 0.9769 -0.1239 0.6943
F -0.0513 0.0393 2.9164
F 2.1277 -0.0354 4.1244
F 1.8395 1.6427 2.2571
F 1.5506 -1.9080 2.6243
C -0.3761 -2.5315 -2.6791
Cl -2.0876 -3.2319 -2.5511
Cl -0.0169 -0.8772 -2.1095
H 0.3310 -3.1937 -2.1795
H -0.0553 -2.4695 -3.7190
C -3.4141 -0.2874 0.5909
Cl -2.1313 0.8328 0.2592
Cl -4.2500 -0.8337 -0.8328
H -3.0892 -1.2434 1.0016
H -4.1052 0.2670 1.2259

Calculated values
* 2S+1: 4
* total charge: -1
* <S²>: 4.135
* F_max: 17.49 eV Å⁻¹
* HOMO (spin up / spin down): -5.11 / -4.99 eV
* LUMO energy (spin up / spin down): 1.6 / 1.8 eV
* Kohn-Sham gap (spin up / spin down): 6.76 / 6.81 eV

***

# 3
ORCA calculation (ωB97M-V/def2-TZVPD) on a single C2H4BFO2 molecule in a non-equilibrium geometry.

Cartesian coordinates (Å):
B -0.7784 -0.3303 -0.0966
C 0.1140 0.9070 0.0240
C 1.8085 0.7339 0.2477
O -2.0228 -0.1330 -0.6104
O -0.3053 -1.5428 0.3057
F 2.5525 1.8193 0.3157
H -0.1419 1.9354 -0.1139
H 2.2819 -0.2134 0.3858
H -2.5855 -0.9020 -0.6998
H -0.9231 -2.2741 0.2418

Calculated values
* SMILES: OB(O)/C=C/F
* F_max: 9.15 eV Å⁻¹
* HOMO (spin up / spin down): -8.55 / -8.62 eV
* relative energy (zero: lowest compared OMol25 entry of this formula, charge and spin): 42.56 kcal/mol
* LUMO energy (spin up / spin down): 0.1 / 0.3 eV
* Kohn-Sham gap (spin up / spin down): 8.66 / 8.92 eV

***

# 4
ORCA calculation (ωB97M-V/def2-TZVPD) on a molecular structure, C2H4BiLiO2 in a non-equilibrium geometry.

Cartesian coordinates (Å):
O 0.4420 -0.2568 2.3295
H 0.9051 -1.0614 2.5711
C 1.5969 0.5901 1.1165
C 1.1050 1.9121 0.8543
O -0.0433 2.0217 0.0780
H 1.3707 -0.1454 0.3210
H 2.6263 0.5481 1.4957
H 1.8932 2.5868 0.4769
Bi -0.9221 0.2090 -2.0860
Li -1.0552 0.1155 1.1824

Calculated values
* F_max: 5.56 eV Å⁻¹
* HOMO (spin up / spin down): -6.24 / -6.17 eV
* relative energy (zero: lowest compared OMol25 entry of this formula, charge and spin): 51.21 kcal/mol
* LUMO energy (spin up / spin down): -1.2 / -1.6 eV
* Kohn-Sham gap (spin up / spin down): 5.06 / 4.62 eV

***

# 5
ORCA calculation (ωB97M-V/def2-TZVPD) on a single C2H4Br2Cl2NO2P molecule in a non-equilibrium geometry.

Cartesian coordinates (Å):
O -3.2614 0.3910 -0.4366
C -2.0477 0.5743 -0.7243
Br -1.5022 2.4527 -1.1016
C -1.0575 -0.6846 -0.7373
N -0.0037 -0.6674 0.3510
Cl -0.6975 -0.1032 1.8379
P 1.3696 0.3659 -0.2297
O 2.5330 -0.7545 -0.8962
Cl 2.3078 1.3620 1.3713
H -0.4987 -0.6869 -1.7419
H -1.6832 -1.6423 -0.6186
H 0.2701 -1.6624 0.5042
H 1.9678 -1.3658 -1.4398
Br 2.3037 2.4211 3.8616

Calculated values
* F_max: 5.87 eV Å⁻¹
* HOMO: -7.01 eV
* LUMO energy: -2.2 eV
* Kohn-Sham gap: 4.84 eV

***

# 6
ORCA calculation (ωB97M-V/def2-TZVPD) on 2 unconnected molecules or ions with the total composition C2H4BrClN3 in a non-equilibrium geometry.

Cartesian coordinates (Å):
C 1.3230 0.1919 -0.1577
C -0.6985 0.7063 -0.7542
N 0.6728 1.1171 -0.7410
N 0.6060 -0.8285 0.3048
N -0.7608 -0.4567 0.3274
Cl -1.8634 -1.7598 0.0477
Br 3.1242 0.2068 0.3893
H -1.3394 1.6695 -0.4906
H -0.9061 0.3742 -1.7632
H 0.8672 -1.3004 1.1033
H -1.0250 0.0797 1.7342

Calculated values
* total charge: +1
* F_max: 4.58 eV Å⁻¹
* HOMO: -14.64 eV
* relative energy (zero: lowest compared OMol25 entry of this formula, charge and spin): 66.04 kcal/mol
* LUMO energy: -6.4 eV
* Kohn-Sham gap: 8.20 eV

***

# 7
ORCA calculation (ωB97M-V/def2-TZVPD) on a molecular structure, C2H4BrFO in a non-equilibrium geometry.

Cartesian coordinates (Å):
C 0.6973 0.5441 0.2656
C -0.6363 0.0998 -0.3451
O -0.7365 -1.5050 0.4198
F 0.3877 -2.0740 -0.1418
Br -2.3616 0.8153 -0.1282
H 0.6149 0.5045 1.4376
H 1.6240 0.0163 -0.0259
H 0.7884 1.6492 -0.0420
H -0.3779 -0.0501 -1.4401

Calculated values
* F_max: 4.58 eV Å⁻¹
* HOMO: -10.62 eV
* relative energy (zero: lowest compared OMol25 entry of this formula, charge and spin): 123.23 kcal/mol
* LUMO energy: 0.7 eV
* Kohn-Sham gap: 11.29 eV

***

# 8
ORCA calculation (ωB97M-V/def2-TZVPD) on 2 unconnected molecules or ions with the total composition C2H4BrFO in a non-equilibrium geometry.

Cartesian coordinates (Å):
C 0.3720 -0.8286 1.1840
C 1.0598 -0.3127 0.1507
O -1.4775 0.5881 -1.2869
F 0.9849 -0.7314 -1.1235
Br 2.5792 0.8718 0.3280
H 0.5526 -0.3275 2.2375
H -1.1945 1.4396 -1.6608
H -0.5244 -1.4370 1.0577
H -2.3521 0.7377 -0.8866

Calculated values
* SMILES: C=C(F)Br.O
* F_max: 2.76 eV Å⁻¹
* HOMO: -9.60 eV
* relative energy (zero: lowest compared OMol25 entry of this formula, charge and spin): 35.84 kcal/mol
* LUMO energy: 0.7 eV
* Kohn-Sham gap: 10.28 eV

***

# 9
ORCA calculation (ωB97M-V/def2-TZVPD) on a single C2H4BrOP molecule in a non-equilibrium geometry.

Cartesian coordinates (Å):
C -0.2142 -0.2899 -0.0622
C 1.1316 0.3202 -0.0966
O 3.8597 -0.2563 -0.4850
P 2.4556 -0.6290 -0.5293
Br 2.3863 -2.8029 -0.4882
H -0.8922 0.2122 -0.8130
H -0.7275 -0.1323 0.8741
H -0.0814 -1.5260 -0.1527
H 1.4046 1.4025 -0.4212

Calculated values
* F_max: 3.50 eV Å⁻¹
* HOMO: -9.10 eV
* relative energy (zero: lowest compared OMol25 entry of this formula, charge and spin): 22.02 kcal/mol
* LUMO energy: -0.5 eV
* Kohn-Sham gap: 8.64 eV

***

# 10
ORCA calculation (ωB97M-V/def2-TZVPD) on a single C2H4Cl2 molecule in a non-equilibrium geometry.

Cartesian coordinates (Å):
Cl 1.8297 16.9579 -0.0446
C 1.2705 15.4653 0.7416
C 0.4477 14.4504 -0.0778
Cl 1.4760 13.3538 -1.1409
H 0.7470 15.8117 1.6327
H 2.2005 15.0072 1.0783
H -0.2819 14.9389 -0.7237
H -0.0899 13.7944 0.6068

Calculated values
* SMILES: ClCCCl
* F_max: 1.19 eV Å⁻¹
* HOMO: -10.88 eV
* relative energy (zero: lowest compared OMol25 entry of this formula, charge and spin): 4.82 kcal/mol
* LUMO energy: 0.9 eV
* Kohn-Sham gap: 11.82 eV

***

# 11
ORCA calculation (ωB97M-V/def2-TZVPD) on a molecular structure, C2H4Cl2N2 in a non-equilibrium geometry.

Cartesian coordinates (Å):
C 0.1532 -1.1857 0.3609
C -0.7523 -0.5198 -0.6378
N -0.9527 1.5153 0.0878
N -0.9086 1.9963 1.1548
Cl 1.4753 -1.9341 -0.8020
Cl 0.1037 0.1071 -2.0265
H -0.2233 -2.0616 0.8365
H 0.6107 -0.3264 0.9840
H -1.7971 -0.8704 -0.6743
H -0.9309 2.1302 -0.8007

Calculated values
* F_max: 3.34 eV Å⁻¹
* HOMO (spin up / spin down): -8.04 / -8.47 eV
* relative energy (zero: lowest compared OMol25 entry of this formula, charge and spin): 94.47 kcal/mol
* LUMO energy (spin up / spin down): -0.1 / 0.1 eV
* Kohn-Sham gap (spin up / spin down): 7.99 / 8.55 eV

***

# 12
ORCA calculation (ωB97M-V/def2-TZVPD) on a single C2H4Cl2N2O molecule in a non-equilibrium geometry.

Cartesian coordinates (Å):
C -0.6310 0.0840 -0.1831
C -0.0083 -1.0638 0.6147
H 1.7985 0.7019 0.2466
H 0.1046 1.6158 -1.2118
H -1.9507 1.3144 -0.6795
H 0.8709 -1.4469 0.0003
N 0.3478 0.6106 -1.1499
N -1.8097 0.4954 -0.0375
O 1.6452 0.4515 -0.7419
Cl 0.7393 -0.4230 2.0404
Cl -1.1065 -2.3399 1.1017

Calculated values
* SMILES: [H]/N=C(\NO)C(Cl)Cl
* F_max: 3.17 eV Å⁻¹
* HOMO: -10.15 eV
* relative energy (zero: lowest compared OMol25 entry of this formula, charge and spin): 51.89 kcal/mol
* LUMO energy: 0.6 eV
* Kohn-Sham gap: 10.71 eV